Formula: C21H36N3O13P
Source: the Open Molecules 2025 dataset
Level of theory: the ωB97M-V functional and the def2-TZVPD basis

Geometry as XYZ:
```
74
Properties=species:S:1:pos:R:3:forces:R:3
C -1.191 2.029 -6.074 1.45 -0.31 0.13
C -0.064 2.968 -6.560 -0.27 -0.05 0.53
O -0.212 3.045 -7.969 0.06 0.89 -2.67
P 0.390 4.261 -8.865 -0.55 0.61 -0.63
O 1.435 5.005 -8.149 -0.28 -0.38 -0.23
O 0.852 3.804 -10.405 -1.03 0.53 1.93
C 0.416 4.476 -11.628 -0.03 -0.80 -1.03
C 1.174 3.842 -12.828 -0.20 -0.08 1.39
O -0.956 5.094 -9.196 1.28 -1.69 -0.70
C -1.821 5.656 -8.228 -0.61 0.15 0.63
C -3.065 4.825 -7.748 0.70 0.42 -1.39
H -1.092 1.871 -5.000 0.23 -0.19 0.02
H -2.239 2.295 -6.214 0.37 0.43 -0.47
H -0.947 1.115 -6.614 -0.58 -0.36 0.28
H -0.077 3.929 -6.046 -0.16 0.28 -0.38
H 0.951 2.584 -6.459 -0.22 -0.42 0.84
H -0.652 4.334 -11.789 -0.05 -0.08 0.38
H 0.606 5.548 -11.683 0.17 0.03 0.81
H 1.093 2.756 -12.784 -0.06 -0.01 -0.01
H 0.740 4.179 -13.769 0.19 0.19 0.07
H 2.227 4.098 -12.716 0.00 0.03 -0.40
H -1.254 6.020 -7.372 0.14 0.11 -0.05
H -2.153 6.482 -8.856 -0.63 0.42 0.90
H -2.941 3.832 -7.316 0.61 0.31 -0.02
H -3.632 5.438 -7.048 -0.01 0.06 -0.12
H -3.624 4.685 -8.674 -0.51 -0.10 0.20
O 0.026 -7.053 6.911 2.95 -2.63 -3.69
C 0.672 -7.666 6.007 -4.45 4.07 3.17
O 0.651 -7.282 4.708 -0.91 1.55 1.11
C 1.337 -8.187 3.906 -0.48 -0.86 -0.31
C 2.048 -8.969 4.980 2.79 -1.65 -1.92
O 1.343 -8.770 6.157 0.58 -0.68 0.80
H 0.614 -8.813 3.383 -0.10 0.03 -0.20
H 1.923 -7.629 3.175 0.31 -0.28 0.24
H 3.089 -8.647 5.011 0.06 0.58 0.77
H 2.194 -10.029 4.773 -0.71 -0.11 0.05
O -4.891 0.805 5.007 -1.11 1.08 1.30
C -5.466 1.188 6.021 1.78 -0.15 -6.62
O -6.393 2.106 6.080 -1.41 1.78 -0.60
C -7.050 1.979 7.340 -1.84 0.64 -1.49
C -6.121 1.130 8.093 -1.23 -0.35 2.33
O -5.202 0.724 7.144 2.26 -2.62 4.86
H -7.330 2.946 7.758 0.35 -0.02 -0.12
H -7.957 1.411 7.132 -0.31 0.30 0.06
H -6.716 0.275 8.415 0.57 -0.25 0.43
H -5.768 1.679 8.967 0.94 -0.41 -0.16
O 4.720 -4.032 6.934 0.61 -0.05 0.81
C 4.874 -4.696 7.914 -1.48 -1.24 -1.57
O 5.520 -5.895 7.953 0.54 0.96 -0.48
C 5.295 -6.467 9.239 0.39 -1.01 -0.66
C 4.933 -5.254 10.052 0.92 -2.26 0.16
O 4.173 -4.560 9.062 0.52 1.36 1.55
H 4.488 -7.190 9.117 -0.20 0.03 0.25
H 6.207 -7.004 9.500 -0.07 0.17 0.34
H 5.905 -4.849 10.335 -0.28 1.16 -0.16
H 4.482 -5.625 10.972 -0.98 0.88 -0.25
C -3.673 4.371 0.755 0.17 0.57 -0.15
C -3.882 5.140 -0.446 0.17 -0.84 0.34
N -4.093 5.751 -1.378 -0.27 1.01 -1.47
H -4.604 4.531 1.298 0.30 -0.54 0.55
H -2.820 4.858 1.228 -0.12 -0.31 0.52
H -3.435 3.333 0.523 -0.24 0.08 0.20
C 6.058 0.439 0.672 1.38 -0.32 -1.68
C 6.525 0.962 -0.647 -0.84 -0.62 3.20
N 6.808 1.266 -1.695 0.76 0.80 -2.41
H 4.972 0.526 0.629 0.20 -0.17 0.83
H 6.647 0.799 1.516 -0.69 0.81 -0.04
H 6.447 -0.577 0.614 -0.82 -0.51 0.11
C -0.156 -2.213 2.777 0.53 0.03 1.01
C 0.021 -1.201 1.737 -0.94 -3.66 3.27
N 0.121 -0.389 0.980 0.54 3.29 -3.16
H -0.950 -1.975 3.486 -0.39 0.17 -0.50
H 0.712 -2.169 3.434 0.31 -0.12 -0.18
H -0.262 -3.251 2.460 -0.06 0.31 -0.41
```
Positions in Å, forces in eV/Å.

Values from the calculation:
Spin multiplicity: 1
SMILES string: CCOP(=O)(OCC)OCC.O=C1OCCO1.O=C1OCCO1.O=C1OCCO1.CC#N.CC#N.CC#N
LUMO energy: 0.29 eV



Formula: C21H36N3OS2
Source: the Open Molecules 2025 dataset
Level of theory: the ωB97M-V functional and the def2-TZVPD basis

Geometry as XYZ:
```
63
Properties=species:S:1:pos:R:3:forces:R:3
C 1.129 -3.403 3.223 0.38 0.03 0.16
C 1.691 -1.850 3.226 -0.32 -0.70 -1.28
C 0.443 -0.915 2.651 0.08 0.35 1.03
C 0.925 0.504 1.990 -0.44 0.64 0.98
C 2.215 1.027 2.856 0.16 0.27 0.17
C 1.130 0.492 0.365 0.15 0.50 -0.57
C -0.285 1.018 -0.296 0.47 -0.57 -0.67
C -1.623 0.222 0.211 -0.98 1.23 -0.66
C -2.921 1.091 -0.386 0.32 0.60 -1.03
S -4.337 1.208 0.891 -1.10 -0.31 -1.09
C -5.969 1.605 -0.019 0.68 -0.75 0.33
S -6.302 3.180 -0.576 -0.07 -1.97 0.17
N -6.905 0.394 -0.210 -1.66 -2.60 -0.10
C -7.652 -0.419 0.837 0.56 0.15 -3.22
C -8.466 -1.620 0.027 2.80 2.72 -3.60
N -8.148 -1.460 -1.446 1.23 2.97 5.80
C -7.220 -0.247 -1.546 -1.88 -1.89 2.47
C 2.291 1.570 -0.134 -0.32 -0.43 0.12
C 2.518 1.613 -1.755 1.03 2.68 -0.60
C 4.080 2.167 -1.981 -0.14 0.59 -0.63
C 1.573 2.754 -2.532 -0.82 0.10 0.05
N 2.383 0.291 -2.469 2.82 -0.13 0.09
O 3.156 0.211 -3.572 -2.24 0.14 2.25
C 2.539 -0.906 -1.565 -0.50 -2.89 0.07
C 2.151 -2.234 -2.507 1.64 -0.11 0.36
C 4.060 -1.188 -1.022 0.36 -0.91 0.47
C 1.491 -0.960 -0.294 -0.83 -0.04 -0.85
H 1.556 -4.024 2.310 -0.79 1.37 1.89
H -0.047 -3.422 3.108 2.45 -0.02 0.58
H 1.495 -3.909 4.214 -0.99 0.67 -1.95
H 2.090 -1.490 4.273 -1.10 -0.82 -2.09
H 2.632 -1.842 2.502 -2.00 0.22 1.47
H -0.196 -0.631 3.619 1.27 -0.60 -2.06
H -0.295 -1.538 1.969 1.81 1.26 1.21
H 0.047 1.284 2.206 1.87 -1.62 -0.55
H 2.091 0.794 4.021 0.18 0.34 -2.66
H 3.168 0.477 2.444 -1.71 1.19 1.05
H 2.372 2.206 2.805 -0.32 -2.60 -0.20
H -0.199 0.820 -1.470 -0.27 0.53 2.44
H -0.366 2.186 -0.154 -0.02 -2.37 -0.06
H -1.778 0.191 1.372 0.63 -0.08 -2.23
H -1.651 -0.844 -0.271 0.02 1.94 1.20
H -2.593 2.219 -0.588 -0.67 -2.56 0.33
H -3.349 0.639 -1.380 0.92 0.85 1.92
H -7.629 -0.201 1.992 0.16 -0.29 -2.76
H -9.148 -2.477 0.498 1.79 2.17 -1.34
H -6.819 0.108 -2.605 -0.91 -0.61 2.85
H 1.917 2.632 0.199 1.03 -1.96 -0.63
H 3.362 1.335 0.338 -2.56 0.53 -0.83
H 4.881 1.316 -1.928 -1.62 1.65 0.20
H 4.264 3.020 -1.192 -0.21 -1.77 -1.43
H 4.207 2.663 -3.059 -0.42 -1.22 2.43
H 1.129 3.549 -1.761 0.95 -1.86 -1.60
H 0.669 2.244 -3.115 1.93 1.03 1.42
H 2.164 3.372 -3.330 -0.92 -1.38 1.57
H 1.177 -2.078 -3.136 1.87 -0.30 1.37
H 2.113 -3.183 -1.794 -0.27 2.05 -1.49
H 3.090 -2.426 -3.218 -2.32 0.49 1.33
H 3.976 -2.049 -0.199 0.09 1.86 -1.77
H 4.572 -0.284 -0.480 -1.03 -1.70 -1.23
H 4.771 -1.651 -1.861 -1.61 1.41 1.70
H 1.912 -1.763 0.446 -0.83 1.71 -1.31
H 0.471 -1.391 -0.739 2.20 0.79 1.05
```
Positions in Å, forces in eV/Å.

Values from the calculation:
Spin multiplicity: 2
<S²>: 1.8245
LUMO energy (spin up / spin down): -0.90 / -3.25 eV



Formula: C21H36O7S
Source: the Open Molecules 2025 dataset
Level of theory: the ωB97M-V functional and the def2-TZVPD basis

Geometry as XYZ:
```
65
Properties=species:S:1:pos:R:3:forces:R:3
C -1.692 3.577 -1.382 -0.23 0.13 0.31
O -1.316 2.900 -0.199 0.31 -0.02 -0.25
C -1.459 1.501 -0.287 0.33 0.31 0.34
C -0.679 0.882 0.850 -0.12 -0.24 -0.11
C -0.685 -0.655 0.803 0.38 0.41 0.44
C -0.907 -1.257 2.193 -0.51 0.00 -0.37
C -1.378 -2.720 2.183 0.85 0.07 0.01
C -0.383 -3.697 2.856 -0.37 -0.41 -0.59
C 0.580 -4.181 1.830 0.36 0.11 0.18
C 1.800 -3.714 1.516 -0.16 -0.31 -0.29
C 2.484 -2.546 2.149 0.43 -0.43 0.46
C 3.988 -2.650 2.416 0.04 0.60 -0.27
C 4.880 -2.790 1.176 0.08 -0.52 0.63
C 6.124 -1.913 1.218 -0.05 -0.58 -0.59
C 7.107 -2.360 0.134 -0.08 1.03 -0.13
O 7.550 -1.221 -0.606 0.02 -0.05 0.10
C 8.020 -1.573 -1.887 -0.06 -0.18 0.06
C 2.278 -4.626 0.403 1.11 -0.09 -0.22
O 3.364 -5.074 0.123 -1.89 1.00 0.14
O 1.091 -5.070 -0.221 0.55 -1.55 0.39
C 0.280 -5.320 0.896 -0.77 -0.52 0.12
O -0.405 -6.303 1.038 0.78 1.76 -0.46
H -1.083 4.468 -1.475 0.15 0.14 0.01
H -2.730 3.900 -1.329 -0.12 -0.08 -0.05
H -1.547 2.953 -2.262 0.08 -0.12 -0.19
H -1.034 1.138 -1.225 -0.14 -0.06 -0.29
H -2.517 1.238 -0.224 -0.19 -0.24 -0.12
H -1.088 1.246 1.789 -0.09 0.03 0.17
H 0.344 1.242 0.794 0.15 0.19 0.01
H -1.410 -1.031 0.086 -0.29 -0.02 -0.02
H 0.295 -0.963 0.445 0.07 -0.31 -0.25
H -1.670 -0.660 2.682 -0.11 0.12 0.17
H 0.002 -1.118 2.771 0.14 -0.07 0.21
H -1.446 -3.027 1.143 -0.38 -0.13 -0.17
H -2.362 -2.808 2.626 -0.16 -0.07 0.13
H -0.925 -4.571 3.208 -0.04 -0.07 0.28
H 0.146 -3.224 3.672 -0.02 0.05 0.33
H 2.289 -1.633 1.592 -0.07 0.04 -0.38
H 2.002 -2.400 3.112 -0.15 0.12 0.16
H 4.188 -3.415 3.159 0.05 -0.31 -0.01
H 4.269 -1.713 2.896 -0.09 0.15 0.18
H 5.198 -3.826 1.113 0.03 -0.18 -0.13
H 4.304 -2.620 0.272 0.00 0.25 -0.22
H 6.616 -2.018 2.179 -0.09 0.30 0.32
H 5.845 -0.884 1.017 0.15 0.30 0.21
H 6.605 -3.038 -0.554 0.03 -0.33 -0.05
H 7.987 -2.817 0.582 0.05 -0.45 -0.05
H 8.428 -2.583 -1.905 0.15 -0.16 0.06
H 8.810 -0.896 -2.186 0.06 0.27 -0.03
H 7.207 -1.540 -2.611 -0.11 0.06 -0.19
O -4.278 5.804 -1.637 0.06 -0.02 0.07
S -5.470 5.001 -1.542 -0.29 0.01 -0.02
O -5.622 4.007 -0.511 0.20 0.02 0.05
C -6.888 6.092 -1.537 -0.20 0.16 -0.17
C -7.232 6.269 -3.013 0.07 -0.06 -0.03
C -7.111 4.874 -3.642 0.00 0.03 0.05
C -5.794 4.260 -3.148 -0.20 -0.05 -0.29
H -6.626 7.019 -1.034 0.10 -0.06 0.07
H -7.689 5.585 -1.000 0.03 -0.03 0.03
H -8.229 6.686 -3.142 0.00 0.01 0.00
H -6.518 6.949 -3.482 0.00 0.02 0.02
H -7.950 4.255 -3.318 0.00 0.00 0.02
H -7.138 4.917 -4.730 0.00 -0.01 -0.01
H -5.858 3.182 -3.028 0.10 -0.01 0.09
H -4.960 4.512 -3.800 0.06 0.04 0.08
```
Positions in Å, forces in eV/Å.

Values from the calculation:
Spin multiplicity: 1
SMILES string: COCCCCCCC1=C(CCCCCOC)C(=O)OC1=O.O=S1(=O)CCCC1
LUMO energy: -0.12 eV



Formula: C21H37BrClF3O6S2
Source: the Open Molecules 2025 dataset
Level of theory: the ωB97M-V functional and the def2-TZVPD basis

Geometry as XYZ:
```
71
Properties=species:S:1:pos:R:3:forces:R:3
C 1.104 -5.056 1.695 0.03 0.05 -0.06
C -0.219 -4.299 1.813 0.01 -0.02 0.00
C -0.541 -4.040 3.282 0.06 0.04 0.02
C -0.144 -3.036 0.930 -0.03 -0.04 -0.02
C -1.195 -1.985 1.262 -0.17 -0.19 0.00
C -1.317 -0.687 0.435 0.22 0.05 -0.26
C -2.789 -0.264 0.521 0.03 0.03 0.05
O -1.275 -1.123 -0.986 -0.04 0.19 0.20
S -0.069 -1.090 -1.986 -0.20 0.18 0.41
O 1.042 -1.838 -1.502 0.19 -0.18 -0.08
O -0.656 -1.393 -3.247 0.10 -0.12 -0.27
C 0.377 0.644 -1.878 0.07 0.13 -0.06
C 1.437 0.835 -3.005 -0.07 0.00 -0.09
C 2.278 2.111 -3.055 -0.03 0.02 0.02
C 3.345 2.030 -4.143 0.00 -0.01 -0.01
O 4.238 0.935 -4.004 -0.15 -0.29 -0.14
C -0.926 1.387 -2.308 0.02 0.02 0.02
C -0.975 2.778 -2.955 0.02 -0.30 -0.15
C -2.421 3.069 -3.366 -0.05 0.01 0.02
Br -0.312 4.333 -1.977 0.04 0.08 0.09
C 0.822 0.863 -0.373 -0.35 -0.20 0.17
F 1.077 2.197 -0.304 0.01 0.22 0.09
S 2.577 0.200 0.120 -0.48 -0.01 -0.35
O 2.598 -1.118 0.628 -0.08 -0.17 0.30
O 3.196 1.278 0.796 0.11 0.23 0.32
F 3.284 0.127 -1.261 0.17 -0.08 -0.09
C -0.276 0.519 0.811 -0.07 0.02 -0.16
C 0.429 0.158 2.171 0.14 0.17 -0.21
C -0.219 0.395 3.574 0.12 0.01 0.03
C -1.690 0.186 3.920 -0.01 -0.05 0.03
Cl 0.776 -0.627 4.695 -0.01 -0.03 -0.04
C -1.038 1.845 1.194 0.04 -0.13 -0.24
C -0.269 3.008 1.817 -0.04 -0.02 0.02
F -1.763 2.406 0.136 0.01 -0.02 0.06
H 1.011 -6.086 2.042 0.02 0.01 0.04
H 1.878 -4.562 2.287 -0.01 0.00 0.01
H 1.456 -5.072 0.661 -0.05 -0.07 -0.02
H -1.000 -4.955 1.411 -0.11 0.12 -0.03
H -0.596 -4.985 3.825 0.05 0.00 0.02
H -1.494 -3.530 3.430 -0.03 -0.04 -0.04
H 0.237 -3.428 3.746 -0.01 0.00 0.01
H -0.297 -3.367 -0.096 0.12 0.04 -0.05
H 0.863 -2.630 0.963 0.09 0.08 0.09
H -2.168 -2.471 1.135 0.01 -0.02 0.09
H -1.135 -1.726 2.314 0.04 0.01 -0.06
H -3.009 0.628 -0.051 0.00 0.04 -0.01
H -3.380 -1.084 0.120 -0.02 0.00 0.00
H -3.097 -0.106 1.553 0.01 -0.02 0.04
H 0.848 0.778 -3.926 0.03 -0.01 -0.03
H 2.098 -0.028 -3.028 -0.02 0.01 0.05
H 2.748 2.339 -2.101 0.06 -0.10 0.03
H 1.660 2.974 -3.295 -0.01 0.04 0.07
H 3.963 2.926 -4.084 -0.02 0.03 -0.05
H 2.873 2.021 -5.132 0.00 -0.03 0.00
H 3.861 0.154 -4.434 0.14 0.29 0.17
H -1.268 0.769 -3.143 -0.07 -0.01 0.01
H -1.699 1.300 -1.563 0.00 0.07 0.15
H -0.350 2.761 -3.843 0.05 0.05 -0.01
H -2.450 3.624 -4.303 -0.01 0.05 0.03
H -2.975 2.138 -3.495 0.03 -0.01 -0.12
H -2.937 3.657 -2.610 0.01 -0.05 0.06
H 1.324 0.769 2.235 0.17 -0.03 -0.02
H 0.780 -0.861 2.130 -0.03 -0.15 -0.04
H 0.039 1.397 3.899 -0.04 0.11 -0.03
H -1.772 0.052 4.996 0.01 0.02 0.02
H -2.144 -0.679 3.446 -0.01 -0.01 0.05
H -2.273 1.074 3.674 -0.04 -0.03 -0.04
H -1.795 1.510 1.891 -0.04 -0.01 0.01
H 0.632 2.716 2.347 0.03 -0.01 -0.02
H -0.932 3.526 2.511 0.03 -0.01 0.03
H 0.013 3.706 1.038 0.01 0.03 -0.04
```
Positions in Å, forces in eV/Å.

Values from the calculation:
Spin multiplicity: 1
SMILES string: CC(C)CC[C@]1(C)OS(=O)(=O)[C@@](CCCO)(C[C@@H](C)Br)[C@](F)(S(=O)(=O)F)[C@@]1(C[C@@H](C)Cl)[C@@H](C)F
LUMO energy: 0.41 eV



no.,F_max (Eh/bohr)
1,0.13345
2,0.12893
3,0.04160
4,0.01162